No. 1
{"formula": "C30H54P2Rh", "method": "ωB97M-V/def2-TZVPD", "lumo_ev": [-1.60, -4.89], "gap_ha": [0.2621, 0.2150], "charge": 1, "energy_ev": -53560.696, "e_homo_ev": [-8.7, -10.7], "spin_multiplicity": 5, "elements": ["Rh", "C", "C", "C", "C", "C", "C", "H", "H", "H", "C", "H", "H", "H", "C", "H", "H", "H", "C", "H", "H", "H", "C", "H", "H", "H", "C", "C", "C", "C", "C", "C", "C", "C", "H", "H", "H", "H", "H", "H", "H", "H", "H", "H", "H", "H", "P", "C", "H", "H", "H", "C", "H", "H", "H", "C", "H", "H", "H", "P", "C", "H", "H", "H", "C", "H", "H", "H", "C", "H", "H", "H", "C", "C", "C", "C", "C", "C", "H", "H", "H", "H", "H", "H", "H", "H", "H"], "positions_angstrom": [[0.02894, -0.19236, 0.18434], [0.96048, 1.58611, -1.73240], [-0.16622, 2.40228, -1.49263], [0.70386, 1.85551, 0.59064], [1.55277, 1.25018, -0.45577], [-0.32150, 2.60124, -0.10038], [1.58070, 1.27447, -3.04304], [0.83442, 0.95958, -3.78943], [2.31956, 0.46687, -2.93691], [2.10874, 2.14643, -3.46589], [2.99710, 0.99282, -0.22056], [3.48270, 0.57285, -1.10514], [3.11156, 0.29662, 0.61299], [3.52709, 1.92122, 0.04512], [1.21465, 2.10525, 1.96646], [1.98067, 2.89883, 1.97259], [1.67305, 1.18683, 2.34363], [0.40664, 2.41026, 2.63809], [-1.24452, 3.56029, 0.53982], [-1.04838, 4.59733, 0.22442], [-1.16066, 3.51533, 1.62846], [-2.28558, 3.33593, 0.27589], [-0.97037, 3.06060, -2.54645], [-0.46631, 3.95287, -2.94883], [-1.93654, 3.37378, -2.14132], [-1.15039, 2.36876, -3.38239], [-2.47624, -1.19237, -1.45742], [-2.07898, -0.29328, -2.37509], [-3.06329, 0.36116, -3.29826], [-3.91550, 1.51914, -2.70474], [-3.79263, 1.72792, -1.22322], [-4.24226, 0.80406, -0.36099], [-4.89060, -0.47030, -0.82689], [-3.93199, -1.58085, -1.34808], [-3.77980, -0.38534, -3.68958], [-4.96552, 1.30110, -2.96751], [-2.52239, 0.74722, -4.17797], [-4.31980, -1.86902, -2.34617], [-1.76388, -1.75853, -0.83987], [-1.02191, -0.06453, -2.54703], [-4.04430, -2.47964, -0.71550], [-5.48331, -0.88454, 0.00398], [-4.37182, 1.01384, 0.70630], [-5.60846, -0.25916, -1.63917], [-3.65902, 2.44980, -3.22947], [-3.51417, 2.73592, -0.90803], [0.94890, -2.17681, -0.88423], [2.76677, -2.30314, -0.93265], [3.05320, -3.32592, -1.21971], [3.17710, -2.07924, 0.05691], [3.18315, -1.59639, -1.65939], [0.42533, -3.72099, -0.06858], [1.06434, -4.54336, -0.41921], [-0.62077, -3.94979, -0.30501], [0.53292, -3.62513, 1.01753], [0.50447, -2.33028, -2.63928], [-0.58378, -2.31144, -2.75592], [0.90565, -3.27473, -3.03565], [0.92451, -1.48984, -3.20801], [-1.30897, -0.67734, 2.06587], [-2.32684, 0.79297, 2.35966], [-3.18606, 0.51749, 2.98678], [-2.68031, 1.16800, 1.39203], [-1.75521, 1.58845, 2.84858], [-2.47073, -2.04297, 1.72992], [-3.16924, -1.73827, 0.93769], [-3.02947, -2.26310, 2.65497], [-1.92944, -2.94533, 1.40734], [-0.59008, -1.04702, 3.68694], [-1.38452, -1.13175, 4.44144], [0.09709, -0.24298, 3.97558], [-0.02568, -1.98364, 3.63961], [4.39780, -2.41944, 2.48420], [3.35003, -1.53238, 3.15298], [2.77984, -2.28102, 4.35609], [4.05047, -0.26707, 3.64961], [2.26334, -1.22933, 2.18563], [1.28853, -1.01488, 1.44215], [5.19061, -2.65192, 3.20601], [4.84342, -1.89824, 1.62996], [3.93781, -3.35477, 2.14462], [3.58563, -2.48409, 5.07201], [2.01126, -1.67816, 4.85214], [2.34591, -3.23588, 4.02911], [4.51934, 0.26391, 2.81262], [3.34606, 0.39427, 4.16362], [4.83796, -0.55249, 4.36129]], "mulliken_charge": [0.080, 0.476, 0.726, -0.012, 0.838, 1.216, -1.880, 0.289, 0.319, 0.370, -0.901, 0.540, -0.270, 0.312, -1.158, 0.371, -0.306, 0.427, -1.567, 0.389, 0.398, 0.147, -1.684, 0.450, 0.454, 0.235, 0.420, 1.296, -1.628, -1.824, -0.213, -0.649, -0.972, -2.390, 0.421, 0.618, 0.524, 0.593, 0.014, 0.164, 0.480, 0.436, 0.885, 0.349, 0.312, 1.126, 1.250, -0.786, 0.566, -0.186, 0.283, -1.207, 0.548, 0.335, 0.116, -1.316, 0.318, 0.548, 0.195, 1.599, -1.016, 0.602, -0.594, 0.339, -1.193, -0.023, 0.597, 0.203, -1.490, 0.607, 0.332, 0.334, -1.923, 2.136, -1.780, -1.634, -0.547, 0.144, 0.513, 0.364, 0.313, 0.458, 0.328, 0.327, 0.332, 0.325, 0.468]}

***

No. 2
{"formula": "C5H14NO2", "method": "ωB97M-V/def2-TZVPD", "lumo_ev": -3.17, "gap_ha": 0.4173, "charge": 1, "energy_ev": -10989.126, "e_homo_ev": -14.5, "spin_multiplicity": 1, "elements": ["C", "C", "C", "C", "C", "N", "O", "O", "H", "H", "H", "H", "H", "H", "H", "H", "H", "H", "H", "H", "H", "H"], "positions_angstrom": [[0.35509, 1.19891, -3.46692], [1.52254, -1.10028, 1.25931], [-0.25359, -0.05630, 2.59554], [-0.87781, 0.64487, -2.95815], [0.27930, -0.21556, 1.10692], [-0.87282, -0.87814, 0.45730], [-1.41423, 0.69945, 2.46398], [-0.82840, -0.11985, -1.98556], [0.90979, 0.47839, -4.25255], [1.16458, 1.09804, -2.73958], [0.24241, 2.14361, -3.98216], [1.37050, -2.16553, 1.09519], [2.40174, -0.69052, 0.72870], [1.72909, -0.89119, 2.34302], [-0.44795, -0.95775, 3.15917], [0.65452, 0.59706, 3.01630], [-1.88300, 0.87135, -3.40030], [-0.73503, -0.63955, -0.61494], [-1.66676, -0.41398, 0.93873], [-1.00337, -1.87903, 0.61262], [-1.32628, 1.56027, 2.88522], [0.67968, 0.71573, 0.73817]], "nbo_charge": [-0.759, -0.635, -0.084, 0.497, -0.086, -0.732, -0.753, -0.638, 0.295, 0.257, 0.261, 0.228, 0.238, 0.227, 0.204, 0.192, 0.171, 0.487, 0.451, 0.430, 0.510, 0.239]}

***

No. 3
{"formula": "C2H8N4S", "method": "ωB97M-V/def2-TZVPD", "lumo_ev": [-12.40, -11.92], "gap_ha": [0.2554, 0.2772], "charge": 2, "energy_ev": -18976.209, "e_homo_ev": [-19.3, -19.5], "spin_multiplicity": 1, "elements": ["C", "C", "N", "N", "N", "N", "S", "H", "H", "H", "H", "H", "H", "H", "H"], "positions_angstrom": [[-1.32741, -0.16203, 0.13374], [-0.26252, 2.00188, -0.04047], [-1.17162, -1.55365, 0.29797], [-0.28905, 0.58261, 0.04105], [-0.31578, -2.37768, -0.28683], [1.05705, -0.09557, -0.05266], [-2.99953, 0.16633, -0.02801], [-1.10063, 2.40951, -0.55580], [-0.21125, 2.48781, 0.91005], [0.65358, 2.26082, -0.71616], [-1.97440, -2.03864, 0.44466], [0.61602, -2.23738, -0.58985], [-0.67633, -3.37558, -0.37891], [1.62710, 0.27529, -0.77770], [1.47964, -0.20222, 0.86710]], "nbo_charge": [0.218, -0.456, -0.226, -0.129, -0.288, -0.681, 0.548, 0.260, 0.275, 0.267, 0.438, 0.470, 0.456, 0.425, 0.423]}

***

No. 4
{"formula": "C36H34B2ClF4N7O6P2Se2Ti", "method": "ωB97M-V/def2-TZVPD", "lumo_ev": -2.39, "gap_ha": 0.2031, "charge": 0, "energy_ev": -257738.987, "e_homo_ev": -7.9, "spin_multiplicity": 1, "elements": ["Ti", "C", "C", "N", "O", "B", "F", "F", "O", "N", "C", "C", "C", "N", "O", "B", "F", "F", "O", "N", "C", "C", "C", "H", "H", "H", "H", "H", "H", "H", "H", "H", "H", "H", "H", "Se", "P", "C", "C", "C", "C", "C", "C", "C", "C", "C", "C", "C", "C", "C", "C", "N", "N", "N", "P", "Se", "C", "C", "C", "C", "C", "C", "C", "C", "C", "C", "C", "C", "H", "H", "H", "H", "H", "H", "H", "H", "H", "H", "H", "H", "H", "H", "H", "H", "H", "H", "H", "H", "Cl", "C", "C", "O", "O", "H", "H"], "positions_angstrom": [[-1.15552, 0.95506, 2.36976], [-1.22875, -2.16606, 5.40322], [-1.51484, -1.09050, 4.41423], [-0.58578, -0.29978, 4.01487], [0.63074, -0.57051, 4.51713], [1.65886, 0.51835, 4.49755], [1.24833, 1.52884, 5.37383], [2.85407, -0.04705, 4.81627], [1.78075, 1.09802, 3.10697], [0.68941, 1.87247, 2.86624], [0.76176, 3.12468, 3.12806], [1.97754, 3.82521, 3.60119], [-0.54961, 3.81004, 3.01585], [-1.48513, 2.99558, 2.72599], [-2.75972, 3.42185, 2.71325], [-3.54277, 2.54097, 3.64020], [-3.43192, 2.99065, 4.93068], [-4.81381, 2.39827, 3.19633], [-2.75807, 1.18576, 3.57911], [-3.51640, 0.02090, 3.43546], [-2.86808, -1.02691, 3.79145], [-3.56997, -2.32806, 3.55825], [-0.78531, 5.24410, 3.31220], [-0.51165, -1.80344, 6.13521], [-0.76231, -3.01042, 4.88687], [-2.13526, -2.50444, 5.89693], [2.83616, 3.16497, 3.53884], [1.84285, 4.12092, 4.64310], [2.14587, 4.72373, 3.00504], [-4.49445, -2.13922, 3.01890], [-3.79629, -2.83445, 4.49606], [-2.92915, -2.98337, 2.96452], [0.09610, 5.71550, 3.73603], [-1.62597, 5.33794, 3.99959], [-1.06354, 5.76055, 2.39093], [0.35290, -5.24432, -1.04995], [0.78062, -3.27235, -1.58740], [0.01305, -2.80525, -3.16436], [-1.21616, -3.37862, -3.48896], [-1.81792, -3.08263, -4.69996], [-1.19928, -2.21503, -5.59385], [0.02161, -1.64306, -5.27594], [0.62942, -1.93932, -4.06300], [2.55792, -2.97527, -1.76889], [3.29366, -2.43830, -0.72026], [4.67990, -2.40425, -0.78897], [5.33391, -2.90216, -1.90349], [4.60222, -3.44912, -2.95015], [3.22276, -3.49882, -2.87844], [0.22517, -2.05259, -0.33103], [0.17284, -0.66369, -0.17875], [-0.26207, -0.44474, 1.08451], [-0.47151, -1.62640, 1.66253], [-0.19524, -2.58801, 0.83998], [0.44981, 0.74603, -1.24321], [0.10315, 2.61421, -0.22498], [2.19845, 0.73435, -1.68927], [2.67666, 0.64789, -2.98864], [4.04445, 0.71034, -3.22322], [4.92385, 0.87825, -2.16655], [4.44271, 0.97278, -0.86580], [3.08542, 0.88907, -0.62160], [-0.66738, 0.71441, -2.64096], [-0.52622, 1.68971, -3.62753], [-1.48425, 1.80474, -4.61708], [-2.59596, 0.97053, -4.60810], [-2.74751, 0.02049, -3.61158], [-1.78320, -0.11359, -2.62407], [-1.66969, -4.08227, -2.80280], [-2.76745, -3.53634, -4.95292], [-1.67145, -1.98891, -6.54155], [0.50699, -0.97255, -5.97333], [1.59647, -1.50744, -3.82178], [2.79547, -2.06427, 0.16529], [5.24382, -1.99228, 0.03641], [6.41509, -2.87904, -1.95365], [5.11026, -3.85661, -3.81459], [2.65829, -3.96989, -3.67498], [1.99130, 0.53131, -3.82205], [4.41914, 0.63070, -4.23509], [5.98854, 0.93016, -2.35425], [5.12825, 1.09664, -0.03737], [2.71394, 0.94633, 0.39517], [0.30308, 2.38705, -3.59552], [-1.37815, 2.56295, -5.38164], [-3.35289, 1.07362, -5.37494], [-3.62104, -0.61402, -3.58756], [-1.91707, -0.84278, -1.83633], [-4.76467, -0.34190, -0.61547], [-4.61899, 1.34626, -0.03233], [-3.16185, 1.76926, 0.08185], [-2.75829, 2.73387, -0.52935], [-2.46418, 1.06118, 0.92178], [-5.13377, 1.99458, -0.73023], [-5.07307, 1.37894, 0.95609]], "mulliken_charge": [-1.977, -1.716, 0.724, 1.183, -0.613, 0.678, -0.362, -0.345, -0.557, 2.127, 0.473, -2.382, 0.498, 1.090, -0.730, 0.760, -0.352, -0.356, 0.522, -0.685, 0.883, -1.694, -1.703, 0.415, 0.310, 0.467, 0.380, 0.410, 0.593, 0.390, 0.437, 0.385, 0.504, 0.329, 0.294, -0.382, 0.330, 0.050, -0.570, -0.911, -0.493, -0.750, -0.025, 0.363, -0.209, -0.620, -0.552, -0.777, -0.178, 0.671, -1.089, 1.203, -0.079, -1.475, 0.598, -0.093, 0.862, -0.531, -0.714, -0.675, -0.624, -0.707, 0.977, -0.723, -1.066, -0.679, -1.055, -0.028, 0.363, 0.448, 0.426, 0.449, 0.766, 0.375, 0.470, 0.428, 0.417, 0.463, 0.471, 0.452, 0.398, 0.521, 0.429, 0.533, 0.422, 0.467, 0.512, 0.766, -0.217, -0.517, 0.667, -0.557, 0.032, 0.489, 0.096]}

***

No. 5
{"formula": "C23H14BrIrN3O4S", "method": "ωB97M-V/def2-TZVPD", "lumo_ev": [-4.08, -5.53], "gap_ha": [0.2642, 0.2215], "charge": 1, "energy_ev": -120446.771, "e_homo_ev": [-11.3, -11.6], "spin_multiplicity": 5, "elements": ["Ir", "Br", "C", "C", "C", "C", "O", "C", "C", "N", "C", "C", "C", "C", "C", "C", "C", "C", "N", "C", "C", "H", "H", "H", "H", "H", "H", "H", "H", "H", "H", "O", "S", "O", "N", "C", "O", "C", "C", "C", "C", "C", "C", "H", "H", "H", "H"], "positions_angstrom": [[-0.26265, 0.21020, -1.76494], [-4.88497, -5.18126, -0.30774], [-3.87361, -3.76215, -1.02695], [-3.47350, -3.80696, -2.36502], [-2.73658, -2.77815, -2.90390], [-2.36160, -1.68545, -2.11871], [-1.68237, -0.69872, -2.70449], [-2.76845, -1.63035, -0.76102], [-2.54013, -0.49845, 0.09841], [-1.71962, 0.45849, -0.16140], [-1.58686, 1.65252, 0.57506], [-2.21034, 1.93241, 1.76410], [-1.99291, 3.15949, 2.41519], [-1.16257, 4.10012, 1.87793], [-0.50773, 3.84943, 0.65137], [0.37498, 4.77157, 0.04972], [0.98980, 4.45982, -1.13102], [0.72690, 3.21814, -1.71866], [-0.09855, 2.33760, -1.18545], [-0.72399, 2.62225, -0.00434], [-3.54291, -2.68419, -0.24474], [-3.75077, -4.65330, -2.97804], [-2.42664, -2.79731, -3.93892], [-3.14499, -0.46168, 1.00336], [-2.87065, 1.21517, 2.23092], [-2.49239, 3.34670, 3.35530], [-0.99076, 5.04201, 2.38162], [0.56310, 5.71829, 0.53968], [1.67884, 5.13763, -1.61199], [1.21056, 2.93032, -2.64311], [-3.87267, -2.63793, 0.78513], [3.15059, 1.67582, -0.14635], [2.34361, 0.67444, 0.47828], [1.46672, 1.06952, 1.54256], [1.44660, -0.12393, -0.68542], [1.67824, -1.48457, -0.71144], [0.97486, -2.19064, -1.41692], [2.78329, -1.86476, 0.18899], [3.33784, -3.12056, 0.36875], [4.38296, -3.24588, 1.27314], [4.85799, -2.14360, 1.97850], [4.30122, -0.88106, 1.80292], [3.26435, -0.77523, 0.90210], [2.96362, -3.96853, -0.18808], [4.83925, -4.21318, 1.43208], [5.67516, -2.27121, 2.67500], [4.66774, -0.02287, 2.34853]], "nbo_charge": [1.540, 0.114, -0.109, -0.155, -0.259, 0.434, -0.661, -0.207, 0.210, -0.512, 0.087, -0.176, -0.173, -0.149, -0.105, -0.060, -0.256, 0.127, -0.549, 0.245, -0.163, 0.246, 0.247, 0.198, 0.224, 0.237, 0.234, 0.236, 0.249, 0.225, 0.234, -0.906, 2.297, -0.924, -0.972, 0.656, -0.579, -0.177, -0.138, -0.184, -0.161, -0.203, -0.224, 0.245, 0.235, 0.236, 0.246]}